A structure of composition C26H25BiCl2INO2Si, computed with ωB97M-V/def2-TZVPD.

Computed properties:
LUMO energy (eV): -1.082
Total energy (eV): -79816.593
2S+1: 1
Orbital gap (eV): 6.587

Each line ends with the Mulliken charge.
Atoms and positions in Å:
Bi1 1.7158 0.1334 0.2433  1.534
Cl1 2.2326 4.8218 -2.1251  -0.184
C1 3.6217 3.9712 -1.5714  0.020
C2 4.9307 4.3931 -1.8667  -0.528
C3 5.9707 3.7197 -1.2992  0.592
Cl2 7.5031 4.4840 -1.4055  -0.257
C4 5.8167 2.4441 -0.6503  0.123
C5 6.9244 1.7645 -0.0828  -0.635
C6 6.6737 0.5262 0.4876  -0.717
C7 5.3566 0.0320 0.6481  -0.327
N1 4.3031 0.6782 0.1396  -0.198
C8 4.4736 1.8836 -0.5027  0.036
C9 3.3657 2.6494 -0.9749  0.663
O1 2.1578 2.1826 -1.0041  -0.740
H1 5.1010 5.2327 -2.5150  0.458
H2 7.9010 2.2454 -0.0710  0.398
H3 7.5271 0.0068 0.8818  0.384
H4 5.2549 -0.9290 1.1399  0.405
C10 -4.4395 0.4341 -0.4251  -1.887
C11 -2.9611 0.8388 -0.5908  2.025
C12 -2.6524 2.1836 0.1436  -1.567
C13 -2.6379 0.9405 -2.0930  -1.475
Si1 -1.8864 -0.4708 0.2714  -0.921
O2 -0.3588 -0.0478 -0.0022  0.004
C14 -2.1675 -0.7053 2.1045  0.546
C15 -3.4072 -1.0087 2.6949  -0.292
C16 -3.5487 -0.9986 4.0696  -0.720
C17 -2.4486 -0.7207 4.9214  -0.584
C18 -1.1987 -0.5406 4.3441  -0.672
C19 -1.1012 -0.4533 2.9434  0.104
C20 -2.3701 -2.2146 -0.4255  0.416
C21 -2.8944 -3.3347 0.2520  -0.261
C22 -3.2284 -4.5105 -0.4048  -0.733
C23 -2.9395 -4.6889 -1.7315  -0.357
C24 -2.2418 -3.6841 -2.4078  -0.761
C25 -2.0433 -2.4667 -1.7833  0.038
H5 -4.9664 1.1122 -1.1286  0.468
H6 -4.7899 0.5357 0.6047  0.312
H7 -4.6405 -0.5809 -0.7560  0.400
H8 -3.2136 2.9638 -0.4068  0.483
H9 -1.5664 2.4320 0.0729  0.241
H10 -2.9444 2.2719 1.2318  0.293
H11 -3.0260 1.8932 -2.5365  0.450
H12 -3.2035 0.1555 -2.6309  0.374
H13 -1.5677 0.8209 -2.2804  0.121
H14 -4.3239 -1.3713 2.2143  0.443
H15 -4.4670 -1.3282 4.4988  0.391
H16 -2.5043 -0.8062 5.9921  0.373
H17 -0.3233 -0.5077 4.9507  0.433
H18 -0.0944 -0.2666 2.5416  -0.252
H19 -3.0812 -3.3608 1.3220  0.397
H20 -3.6083 -5.3415 0.1677  0.360
H21 -3.3190 -5.5770 -2.2400  0.358
H22 -1.8073 -3.8330 -3.4188  0.351
H23 -1.6394 -1.6617 -2.4164  0.346
I1 2.2392 -0.7888 -3.4033  0.026
C26 2.1136 -1.4451 -1.3737  -1.231
H24 1.3602 -2.2209 -1.2744  0.447
H25 3.0689 -1.8868 -1.0831  0.487

Force components x, y, z for each atom (eV/Å):
0.127 0.909 -0.973
0.184 0.111 -0.100
0.023 -2.730 0.453
-1.304 -0.411 0.703
-0.161 -1.166 0.187
0.829 -0.010 -0.081
-0.515 1.085 0.081
-1.350 -0.681 0.115
0.341 1.011 0.101
0.243 1.089 -1.388
0.360 -0.048 0.113
2.238 0.464 0.195
0.226 1.610 -1.212
-0.937 -1.745 1.207
-0.011 0.410 0.161
-0.180 -0.365 -0.170
-0.019 -0.445 0.279
-0.529 0.084 -0.009
0.165 0.992 -0.643
0.214 -0.365 1.320
-0.052 0.410 -0.172
-0.681 0.026 -0.125
-1.181 -1.174 -0.633
0.996 0.013 -0.286
-0.470 0.762 -0.362
-0.419 -0.391 0.738
1.425 0.197 0.736
0.046 -0.671 -1.082
-1.070 0.118 -0.780
0.893 -0.282 0.960
0.537 -0.362 -0.660
0.043 0.516 0.310
0.281 0.009 0.411
0.051 -0.068 -0.988
0.026 -0.332 -0.578
0.169 0.750 0.035
-0.377 -0.285 0.676
-0.094 0.193 -0.158
0.104 -0.200 -0.083
0.282 -0.048 0.345
-0.741 -0.140 -0.019
0.186 -0.525 -1.119
0.495 -0.475 0.482
0.482 0.138 0.200
-0.114 0.238 -0.206
0.668 0.448 -0.665
-0.626 0.076 0.288
-0.324 0.061 0.233
0.501 0.296 0.357
-0.575 0.006 0.022
0.097 0.500 -0.029
-0.369 -0.023 0.072
0.549 0.079 0.066
-0.749 0.069 0.648
0.083 -0.322 0.498
-0.069 -0.089 0.476
0.274 0.407 0.465
-0.299 0.148 -0.154
0.081 0.128 -0.258



A structure of composition C26H25BrCl2N2O2Se2Tl, computed with ωB97M-V/def2-TZVPD.

Computed properties:
LUMO energy (eV): 2.452
Total energy (eV): -264916.864
Charge: -1
2S+1: 1
Orbital gap (eV): 5.948

Each line ends with the Mulliken charge.
Atoms and positions in Å:
Tl1 0.9158 0.3826 -0.5746  0.787
C1 -2.6835 2.1659 -2.8530  -1.091
Se1 -2.1327 0.4335 -2.0746  0.222
C2 -1.6380 -0.4238 -3.7881  -0.643
C3 -1.5834 -1.9119 -3.5565  -0.959
Se2 -0.5800 -2.0998 -1.7623  0.641
C4 -0.9616 -4.0176 -1.6500  -1.111
H1 -1.8067 2.6901 -3.2250  0.268
H2 -3.1537 2.7482 -2.0654  0.297
H3 -3.3904 1.9935 -3.6606  0.380
H4 -0.6634 -0.0351 -4.1000  0.300
H5 -2.3976 -0.1392 -4.5257  0.395
H6 -1.0639 -2.4246 -4.3712  0.392
H7 -2.5923 -2.3242 -3.4561  0.306
H8 -2.0424 -4.1591 -1.6074  0.292
H9 -0.4989 -4.4165 -0.7498  0.325
H10 -0.5594 -4.5078 -2.5365  0.340
Cl1 -3.5801 0.3575 5.6727  -0.286
C5 -2.8106 0.6890 4.1519  0.303
C6 -3.5909 0.6655 2.9909  -0.743
C7 -3.0056 0.9669 1.7957  0.640
Cl2 -3.9560 0.9753 0.3606  -0.234
C8 -1.6003 1.2352 1.6414  -0.784
O1 -1.1171 1.5085 0.5156  -0.108
C9 -0.8434 1.2072 2.8644  1.400
C10 0.5807 1.3619 2.8765  -0.626
O2 1.3656 1.3391 1.9378  -0.456
C11 -1.4772 0.9829 4.0968  -0.970
H11 -4.6422 0.4236 3.0342  0.440
H12 0.9918 1.5040 3.8990  0.162
H13 -0.8795 1.0119 4.9969  0.322
Br1 2.8548 -2.3201 -1.4470  -0.177
C12 2.7154 -2.9386 0.3624  0.188
C13 3.8465 -3.4812 0.9071  -0.841
C14 3.8363 -3.8808 2.2482  -0.473
C15 2.7042 -3.7212 2.9963  -0.991
C16 1.5332 -3.1650 2.4416  1.277
C17 0.3807 -2.9540 3.2209  -0.947
C18 -0.7398 -2.3960 2.6688  -0.778
C19 -0.7675 -2.0865 1.3058  0.360
C20 0.3183 -2.2626 0.4681  -2.115
C21 1.5069 -2.7704 1.0691  1.124
H14 4.7427 -3.5881 0.3136  0.390
H15 4.7447 -4.2711 2.6841  0.375
H16 2.7002 -3.9905 4.0449  0.352
H17 0.4018 -3.2418 4.2635  0.311
H18 -1.6159 -2.2259 3.2802  0.412
H19 -1.6977 -1.7214 0.8759  0.341
N1 -0.2635 3.7545 -1.1420  -0.106
C22 0.9881 3.8655 -1.6370  0.709
C23 1.5973 5.1227 -1.8301  -0.774
C24 2.8486 5.1781 -2.3970  -0.258
C25 3.4660 3.9929 -2.7895  -0.758
C26 2.7974 2.8049 -2.5674  -0.289
N2 1.6022 2.7338 -1.9999  -0.081
H20 -0.6572 4.5422 -0.6565  0.233
H21 -0.5594 2.8397 -0.8122  -0.181
H22 1.0798 6.0209 -1.5271  0.320
H23 3.3520 6.1268 -2.5345  0.381
H24 4.4443 3.9956 -3.2413  0.395
H25 3.2361 1.8548 -2.8461  0.400

Force components x, y, z for each atom (eV/Å):
0.067 -0.355 0.098
0.231 -0.398 -0.049
-0.195 0.403 -0.975
-0.122 0.338 -0.026
0.021 -0.408 0.324
-0.392 -0.518 -1.186
0.001 0.171 -0.083
-0.029 0.083 -0.009
0.007 0.005 0.067
-0.093 0.004 -0.049
-0.095 -0.004 -0.013
0.170 0.054 0.058
0.012 -0.009 0.031
0.028 0.013 -0.002
0.060 -0.009 0.006
0.017 0.073 -0.055
-0.001 -0.021 0.056
-0.143 -0.072 0.352
0.064 0.078 0.041
0.234 0.094 -0.051
0.032 -0.108 0.140
-0.504 0.134 0.177
0.039 0.128 0.514
0.148 0.181 -0.168
-0.755 -0.076 -0.348
0.769 0.088 0.050
-0.247 0.113 0.318
0.065 -0.094 -0.212
-0.059 0.021 0.042
0.039 -0.051 0.002
0.013 -0.061 0.130
0.238 -0.321 0.165
0.574 -0.007 -0.362
-0.077 0.118 -0.277
-0.107 -0.004 0.293
0.243 -0.042 0.174
0.137 0.048 -0.289
-0.277 0.075 0.211
0.092 -0.295 0.444
0.289 -0.010 -0.489
0.022 0.170 0.474
-0.371 -0.051 0.217
0.015 0.047 -0.048
0.023 -0.117 0.083
-0.003 -0.056 0.082
0.002 0.005 0.125
-0.099 0.042 0.111
-0.045 0.105 0.004
-0.296 -0.070 0.164
0.407 0.191 -0.394
0.059 0.032 0.066
-0.134 -0.201 0.044
0.190 -0.055 -0.067
0.111 0.275 0.025
-0.362 0.250 -0.052
0.043 -0.084 0.015
-0.153 0.147 0.147
-0.052 0.088 0.047
-0.052 0.030 -0.015
0.111 -0.021 -0.065
0.087 -0.086 -0.014



A structure of composition C26H25BrClN2O3V, computed with ωB97M-V/def2-TZVPD.

Computed properties:
LUMO energy (spin up / spin down) (eV): 4.550 / 4.477
Total energy (eV): -144743.906
Relative energy (zero: lowest compared OMol25 entry of this formula, charge and spin) (eV): 0.149
Charge: -2
2S+1: 3
Orbital gap (spin up / spin down) (eV): 5.630 / 6.594

Each line ends with the Mulliken charge.
Atoms and positions in Å:
V1 0.2349 0.2555 0.3769  0.385
O1 -4.8130 2.8227 1.3565  -0.550
C1 -3.6310 2.1190 1.4476  1.171
C2 -3.2785 1.4881 2.6466  -0.723
C3 -2.0976 0.7826 2.6717  -0.669
N1 -1.3300 0.7056 1.5949  -0.070
C4 -1.6257 1.3105 0.4319  0.203
Br1 1.2080 2.7527 0.9225  -0.739
C5 -2.8128 2.0420 0.3460  -0.772
H1 -5.2699 2.7373 2.1972  0.261
H2 -3.9194 1.5363 3.5203  0.250
H3 -1.7678 0.2565 3.5614  0.376
H4 -3.0976 2.5393 -0.5734  0.415
C6 3.9480 0.0456 0.2713  -1.402
C7 3.0339 -0.6410 1.2871  1.599
C8 3.3028 -2.1476 1.3077  -1.745
C9 3.2495 -0.0483 2.6781  -1.613
N2 1.6647 -0.4295 0.8865  -0.457
H5 5.0052 -0.1221 0.5154  0.434
H6 3.7413 1.1159 0.2569  0.241
H7 3.7520 -0.3429 -0.7300  0.293
H8 4.3322 -2.3594 1.6213  0.398
H9 3.1429 -2.5751 0.3161  0.340
H10 2.6153 -2.6430 1.9971  0.381
H11 4.2817 -0.2106 3.0120  0.423
H12 2.5702 -0.5155 3.3959  0.351
H13 3.0326 1.0203 2.6602  0.279
C10 0.7043 0.5556 -1.6182  0.039
C11 0.9788 0.7424 -2.8117  -0.181
C12 1.3793 1.1537 -4.0665  -0.048
C13 0.9230 0.3941 -5.2433  0.200
C14 0.5357 -0.9455 -5.0665  -0.635
C15 0.0564 -1.7051 -6.1191  -0.541
C16 -0.0675 -1.1552 -7.3916  -0.387
C17 0.2862 0.1739 -7.5816  -0.637
C18 0.7718 0.9369 -6.5277  -0.201
C19 2.2622 2.3347 -4.1511  0.530
C20 2.3143 3.2218 -3.0617  -0.486
C21 3.1567 4.3200 -3.0778  -0.609
C22 3.9829 4.5709 -4.1690  -0.337
C23 3.9649 3.6887 -5.2407  -0.665
C24 3.1200 2.5860 -5.2310  -0.231
H14 0.6061 -1.3646 -4.0702  0.479
H15 -0.2298 -2.7339 -5.9335  0.363
H16 -0.4497 -1.7497 -8.2129  0.347
H17 0.1668 0.6338 -8.5563  0.351
H18 0.9972 1.9808 -6.6952  0.548
H19 1.7037 3.0217 -2.1881  0.238
H20 3.1698 4.9730 -2.2132  0.409
H21 4.6430 5.4307 -4.1734  0.351
H22 4.6268 3.8428 -6.0861  0.350
H23 3.1613 1.8891 -6.0566  0.559
Cl1 -2.8627 -4.8253 0.4486  -0.279
C25 -1.6418 -3.6427 -0.2011  -0.383
C26 -1.8073 -2.1911 0.2750  0.564
O2 -2.8058 -1.8179 0.8743  -0.678
O3 -0.7818 -1.5411 -0.1200  -0.619
H24 -1.7475 -3.6673 -1.2831  0.255
H25 -0.6609 -4.0212 0.0645  0.271

Force components x, y, z for each atom (eV/Å):
0.345 -0.619 -0.186
0.046 0.025 -0.063
-0.158 -0.046 0.244
-0.049 0.087 -0.133
0.112 -0.141 -0.041
-0.195 0.320 0.111
-0.224 -0.026 0.255
0.066 0.033 0.021
0.195 -0.053 -0.187
-0.024 -0.009 0.052
-0.005 0.011 -0.002
-0.010 0.008 0.000
-0.017 0.011 0.014
0.140 0.006 -0.051
-0.460 -0.013 -0.255
0.076 -0.128 0.031
0.040 0.037 0.141
0.120 0.173 0.302
-0.031 0.020 0.015
-0.023 0.015 0.015
-0.026 -0.013 0.019
-0.016 0.006 -0.005
-0.004 0.046 -0.017
0.008 0.028 0.017
-0.010 0.027 0.005
0.014 -0.032 -0.032
0.005 0.002 -0.041
-0.083 -0.108 -0.497
0.035 0.094 0.448
0.160 0.098 -0.572
0.103 0.113 0.361
-0.059 -0.092 -0.065
0.044 0.061 0.122
-0.006 -0.027 -0.006
0.027 0.051 0.071
0.003 0.010 -0.074
-0.261 -0.226 0.065
0.071 0.083 0.014
-0.061 -0.069 0.037
-0.001 0.007 0.000
-0.054 -0.075 0.015
0.060 0.045 -0.049
0.004 -0.011 -0.009
-0.012 -0.007 -0.050
0.004 0.012 -0.013
0.004 -0.007 -0.010
0.036 0.041 0.006
-0.005 0.006 -0.004
0.012 0.017 -0.013
0.007 -0.003 -0.008
-0.004 0.013 -0.004
-0.032 -0.031 -0.042
0.187 0.193 -0.083
-0.249 -0.355 -0.071
0.317 0.468 -0.151
0.040 -0.145 0.057
-0.213 0.048 0.198
0.011 0.005 0.019
-0.002 0.018 0.075



A structure of composition C26H25BrGaNO2PSe2, computed with ωB97M-V/def2-TZVPD.

Computed properties:
LUMO energy (spin up / spin down) (eV): 2.280 / 2.295
Total energy (eV): -295349.761
Relative energy (zero: lowest compared OMol25 entry of this formula, charge and spin) (eV): 0.907
Charge: -1
2S+1: 1
Orbital gap (spin up / spin down) (eV): 7.251 / 4.028

Each line ends with the Mulliken charge.
Atoms and positions in Å:
Ga1 -0.4786 5.2772 14.7894  0.359
Se1 -0.5745 7.3231 16.1493  -0.487
P1 -2.6347 6.6723 17.1737  0.417
Se2 -3.2828 4.7187 16.4606  -0.552
C1 -2.5648 6.7042 19.0071  1.253
C2 -2.1999 7.8540 19.7598  -0.311
C3 -1.9183 7.7164 21.0972  -0.822
C4 -2.2175 6.5182 21.7252  -0.498
C5 -2.5103 5.3392 21.0070  -0.643
C6 -2.6818 5.4577 19.6053  -0.457
C7 -3.6606 8.0255 16.6386  0.857
C8 -4.4336 7.8069 15.4683  -0.567
C9 -5.4546 8.7196 15.2276  -0.385
C10 -5.6608 9.7370 16.1456  -0.864
C11 -4.6229 10.1509 16.9938  -0.546
C12 -3.5875 9.2451 17.3555  -0.608
H1 -1.9861 8.8827 19.3879  0.004
H2 -1.3519 8.4538 21.6164  0.382
H3 -2.2138 6.4630 22.8199  0.329
H4 -2.5329 4.3951 21.5302  0.441
H5 -3.0401 4.6149 18.9823  0.087
H6 -4.2809 6.8793 14.9342  0.272
H7 -6.0442 8.5700 14.3208  0.375
H8 -6.5101 10.3801 16.0584  0.359
H9 -4.7292 11.0700 17.5174  0.386
H10 -2.6710 9.5300 17.8520  0.514
O1 3.8044 -1.2377 18.0533  -0.534
C13 2.6406 -1.1173 18.8502  -0.580
C14 2.9950 -0.7268 20.3484  -0.604
C15 1.9824 0.1930 21.1203  -0.721
C16 1.3784 1.4482 20.5340  0.636
C17 1.9951 2.2045 19.5249  -0.308
C18 1.5153 3.4675 19.2367  -0.747
C19 0.5780 4.0495 20.1435  -0.081
C20 0.1799 3.1746 21.0622  0.009
N1 0.5558 2.0703 21.5584  -0.515
H11 3.6730 -0.7706 17.2777  0.300
H12 2.1570 -2.0283 18.8612  0.362
H13 2.0100 -0.3411 18.4175  0.382
H14 3.8615 -0.0374 20.3097  0.275
H15 3.1407 -1.6716 20.8809  0.353
H16 2.5558 0.4482 22.0328  0.256
H17 1.0830 -0.2905 21.5095  0.354
H18 2.8087 1.8999 18.8833  0.347
H19 1.7979 3.9006 18.3025  0.408
H20 0.1082 5.0446 19.9781  0.382
H21 0.5069 3.0367 14.7731  0.264
Br1 -3.9055 4.9090 8.9939  -0.209
C21 -3.1242 5.0363 10.6895  0.098
C22 -3.1069 6.1534 11.5041  -0.499
C23 -2.3513 6.1440 12.7115  -0.534
C24 -1.5350 5.0833 13.1091  0.306
C25 -1.4124 4.0413 12.1325  -0.315
C26 -2.4575 3.8584 11.1458  -0.527
H22 -3.6173 7.0622 11.3045  0.464
H23 -2.5006 7.0257 13.3337  0.384
H24 -0.5373 3.3914 12.0732  0.359
H25 -2.6765 2.9192 10.6522  0.401
O2 0.5249 3.8998 15.2563  -0.459

Force components x, y, z for each atom (eV/Å):
-1.531 1.310 0.547
1.468 -1.041 -1.392
-0.633 -0.685 0.867
0.467 0.599 -0.355
-0.229 0.840 -1.265
0.981 0.536 -0.453
-0.521 -1.000 -0.175
0.174 -1.444 0.814
-0.089 1.627 -0.902
-0.388 -0.753 1.504
0.502 -0.832 0.170
-0.133 0.979 1.646
0.369 -1.127 -0.363
0.909 1.196 -0.514
0.235 -1.932 0.994
-1.519 0.631 -2.796
-0.200 -1.395 -0.216
-0.294 0.852 0.503
0.467 -0.045 -0.356
-0.371 -0.094 -0.079
0.659 0.491 0.553
-0.133 0.094 -0.182
-0.295 0.189 0.499
-0.410 0.361 -0.215
-0.011 0.735 0.305
-0.511 0.005 0.306
0.872 -1.419 2.235
0.915 2.558 1.342
-0.920 1.300 -1.503
-0.266 -1.305 0.177
2.588 1.008 2.886
-1.243 -0.623 0.234
-1.450 1.016 1.248
1.030 0.936 -3.656
-1.687 1.260 3.521
1.025 -1.989 -4.128
-0.312 1.349 -2.293
-1.331 -1.963 -0.066
-0.288 -0.098 0.091
0.192 -1.082 -0.074
0.431 0.514 0.256
-0.463 0.296 -0.345
0.242 -0.706 -0.027
-0.107 -0.879 0.116
0.329 0.802 -0.232
0.414 -0.939 0.136
-0.241 1.474 0.560
-0.607 0.260 -0.302
0.638 -1.571 1.902
1.146 -0.280 0.894
-1.327 -0.233 -0.516
0.924 0.248 -1.909
-2.008 0.007 -0.049
1.548 1.945 0.282
-0.457 0.523 -0.590
0.289 -0.202 0.110
-0.557 -0.441 0.671
0.670 0.060 -0.274
1.048 -1.924 -0.142